Entry 1:
124
Properties=species:S:1:pos:R:3:lowdin_charge:R:1 method="wB97M-V/def2-TZVPD" total_charge=-1 lumo_energy_ev=1.69 homo_ev=-4.97
C -4.153 -0.313 0.603 0.01
C -3.563 1.057 0.449 -0.13
O -2.115 1.373 0.558 -0.06
C -2.111 2.852 0.781 -0.27
O -2.038 3.308 2.062 -0.01
O -2.237 3.863 -0.281 0.02
C -1.336 3.597 -1.414 -0.44
O -0.277 2.783 -1.416 -0.10
O -1.620 4.360 -2.673 -0.26
H -3.494 -1.276 0.770 0.08
H -5.324 -0.417 0.601 0.05
H -4.335 1.927 0.219 0.14
O 0.233 -0.988 -1.279 0.08
C 1.408 -0.688 -1.473 -0.48
O 2.081 -1.199 -2.528 -0.03
C 3.380 -0.754 -2.959 -0.22
C 4.478 -1.483 -2.210 -0.07
C 2.150 0.170 -0.490 0.02
H 3.470 0.335 -2.885 0.12
H 3.452 -0.997 -4.025 0.12
H 4.439 -1.274 -1.137 0.07
H 5.462 -1.187 -2.585 0.08
H 4.367 -2.566 -2.326 0.08
H 2.561 -0.461 0.304 0.09
H 1.444 0.883 -0.052 0.09
H 2.942 0.766 -0.940 0.07
O -7.394 -0.084 0.965 0.07
C -7.961 -0.464 1.986 -0.49
O -7.368 -1.357 2.808 0.01
C -7.849 -1.703 4.120 -0.22
C -8.875 -2.816 4.042 -0.07
C -9.364 -0.024 2.290 0.00
H -8.222 -0.821 4.650 0.12
H -6.980 -2.057 4.685 0.09
H -9.760 -2.508 3.478 0.06
H -9.192 -3.119 5.045 0.08
H -8.458 -3.687 3.526 0.08
H -10.070 -0.690 1.786 0.10
H -9.497 0.994 1.909 0.09
H -9.587 0.020 3.355 0.07
O -3.759 -1.506 -1.485 0.04
C -3.397 -1.422 -2.655 -0.47
O -3.908 -2.250 -3.593 -0.01
C -3.712 -2.097 -5.011 -0.23
C -2.430 -2.774 -5.454 -0.07
C -2.308 -0.467 -3.051 0.03
H -3.756 -1.044 -5.305 0.11
H -4.562 -2.588 -5.495 0.12
H -1.553 -2.318 -4.986 0.07
H -2.316 -2.709 -6.540 0.08
H -2.433 -3.829 -5.162 0.08
H -1.335 -0.946 -2.904 0.07
H -2.373 0.417 -2.409 0.10
H -2.394 -0.105 -4.074 0.08
O -4.945 -2.152 5.629 0.09
C -4.986 -3.246 6.185 -0.49
O -6.169 -3.777 6.567 -0.02
C -6.345 -5.129 7.030 -0.23
C -6.091 -5.225 8.521 -0.07
C -3.721 -3.969 6.544 0.01
H -5.732 -5.828 6.452 0.12
H -7.388 -5.392 6.826 0.12
H -5.060 -4.962 8.772 0.07
H -6.287 -6.240 8.880 0.08
H -6.737 -4.529 9.065 0.08
H -3.364 -3.616 7.516 0.10
H -2.967 -3.745 5.783 0.10
H -3.825 -5.053 6.557 0.07
O 7.256 -4.032 -2.167 0.08
C 8.057 -3.120 -1.980 -0.51
O 8.834 -2.672 -2.992 -0.01
C 9.643 -1.483 -2.933 -0.23
C 11.004 -1.786 -2.338 -0.07
C 8.262 -2.552 -0.606 0.00
H 9.123 -0.676 -2.408 0.11
H 9.771 -1.146 -3.967 0.12
H 10.923 -2.135 -1.305 0.07
H 11.638 -0.894 -2.354 0.08
H 11.501 -2.581 -2.904 0.08
H 9.000 -3.157 -0.071 0.10
H 7.309 -2.592 -0.069 0.09
H 8.566 -1.507 -0.605 0.07
O 3.342 9.458 -2.743 0.06
C 2.256 9.052 -2.340 -0.51
O 2.179 7.941 -1.574 -0.02
C 0.993 7.507 -0.885 -0.23
C 0.125 6.655 -1.789 -0.07
C 0.983 9.721 -2.771 0.00
H 0.451 8.355 -0.456 0.11
H 1.332 6.900 -0.039 0.12
H -0.231 7.221 -2.654 0.07
H -0.744 6.275 -1.242 0.07
H 0.695 5.805 -2.178 0.09
H 0.658 9.300 -3.727 0.10
H 1.180 10.790 -2.899 0.09
H 0.180 9.648 -2.039 0.07
O -1.070 -6.696 -4.356 0.07
C -0.525 -6.252 -3.349 -0.51
O 0.304 -5.188 -3.431 -0.01
C 0.820 -4.467 -2.297 -0.22
C 2.089 -5.115 -1.778 -0.06
C -0.688 -6.940 -2.025 0.00
H 0.057 -4.352 -1.520 0.12
H 1.052 -3.458 -2.652 0.11
H 1.904 -6.131 -1.419 0.06
H 2.512 -4.529 -0.957 0.08
H 2.834 -5.191 -2.577 0.08
H 0.056 -7.737 -1.937 0.09
H -1.690 -7.379 -1.985 0.09
H -0.617 -6.268 -1.171 0.07
O 6.203 5.485 4.205 0.07
C 5.733 5.637 3.081 -0.51
O 6.501 6.109 2.075 -0.01
C 6.110 6.124 0.689 -0.23
C 5.327 7.381 0.363 -0.06
C 4.273 5.398 2.826 0.01
H 5.571 5.210 0.420 0.11
H 7.037 6.119 0.106 0.12
H 4.394 7.432 0.931 0.07
H 5.087 7.419 -0.703 0.08
H 5.907 8.272 0.626 0.09
H 3.710 6.307 3.060 0.10
H 3.935 4.589 3.480 0.09
H 4.054 5.076 1.809 0.07

=====

Entry 2:
12
Properties=species:S:1:pos:R:3:nbo_charge:R:1 method="wB97M-V/def2-TZVPD" e_above_lowest_ev=0.378 lumo_energy_ev=0.50 smiles="CC(N)=O.O" homo_ev=-9.76
C -1.815 -0.037 -0.273 -0.72
C -0.848 -1.163 -0.045 0.67
N 0.456 -0.880 -0.312 -0.83
O -1.198 -2.265 0.319 -0.61
H -2.757 -0.423 -0.645 0.24
H -1.527 0.723 -1.012 0.21
H -1.999 0.514 0.643 0.23
H 0.876 0.004 -0.557 0.41
H 1.134 -1.572 -0.035 0.39
O 2.675 1.510 0.311 -0.94
H 2.663 1.181 1.216 0.47
H 2.338 2.408 0.389 0.47